C3H5AgNaO3 | ωB97M-V/def2-TZVPD

Last column: Löwdin spin population.
Atoms and positions in Å:
H 1.94 -1.92 0.97  0.00
O -0.94 0.89 0.78  0.75
C -0.14 1.11 -0.29  0.13
C 0.22 -0.08 -1.17  0.00
O 1.33 -0.80 -0.63  0.01
C 1.11 -1.78 0.22  0.00
O 0.05 -1.99 0.78  0.01
Ag -1.49 2.86 2.58  0.00
Na -2.05 -1.41 1.12  0.00
H 0.75 1.70 0.01  0.03
H -0.70 1.87 -0.91  0.07
H 0.57 0.29 -2.14  0.00
H -0.64 -0.74 -1.33  0.00

As for the energy above the lowest of the compared OMol25 structures with the same formula, charge and spin: 29.3 kcal/mol. As for the gap between HOMO and LUMO (alpha / beta): 8.33 / 7.39 eV. For the HOMO energy (alpha / beta), the calculation gives -18.232 / -18.197 eV. The total charge is +2. As for the max |F|: 5.0 eV/A. The expectation value of S² is 0.75. As for the spin multiplicity: 2.

***

C3H5AuO3 | ωB97M-V/def2-TZVPD

Last column: Löwdin spin population.
Atoms and positions in Å:
H -1.05 0.58 -1.46  0.02
O -0.43 -0.09 -1.15  0.74
C 0.77 1.75 0.11  0.00
C -0.75 -0.59 0.15  0.15
O 0.52 2.86 0.05  0.03
O 1.26 0.72 0.51  0.01
C 0.52 -0.56 0.95  0.06
Au 0.31 -1.38 -2.63  1.89
H -1.20 -1.59 0.11  0.07
H -1.49 0.06 0.65  0.01
H 1.19 -1.37 0.68  0.00
H 0.37 -0.39 2.03  0.01

As for the energy above the lowest of the compared OMol25 structures with the same formula, charge and spin: 0.0 kcal/mol. As for the gap between HOMO and LUMO (alpha / beta): 10.25 / 5.62 eV. For the HOMO energy (alpha / beta), the calculation gives -24.523 / -27.781 eV. The total charge is +3. As for the max |F|: 4.5 eV/A. The expectation value of S² is 3.76. As for the spin multiplicity: 4.

***

C3H5BFNOS | ωB97M-V/def2-TZVPD

Last column: Löwdin charge in e.
Atoms and positions in Å:
O -0.09 1.77 0.95  0.19
B -0.16 0.98 -0.15  -0.56
C 0.67 -0.34 -0.37  -0.05
C 1.01 -1.18 0.86  -0.21
F 0.22 -2.32 0.90  -0.05
N -1.05 1.46 -1.21  0.19
C -2.12 0.99 -1.49  -0.80
S -3.52 0.43 -1.87  0.74
H 0.43 1.40 1.67  0.10
H 1.60 -0.05 -0.88  0.12
H 0.13 -0.98 -1.07  0.12
H 0.83 -0.65 1.80  0.11
H 2.05 -1.50 0.86  0.12

As for the gap between HOMO and LUMO: 9.86 eV. For the HOMO energy, the calculation gives -9.504 eV. Its SMILES is OB(CCF)N=C=S. As for the max |F|: 0.8 eV/A. As for the spin multiplicity: 1.

***

C3H5BaO3 | ωB97M-V/def2-TZVPD

Last column: Löwdin charge in e.
Atoms and positions in Å:
H 2.01 0.54 -5.10  -0.08
O 0.72 -0.41 0.38  -0.02
C -0.23 0.10 -0.32  -0.33
C 0.36 -0.48 1.80  -0.07
O 1.41 0.94 -4.46  -0.79
O -1.30 0.33 0.37  -0.03
C -1.08 0.04 1.79  -0.08
Ba -0.35 0.02 -3.34  1.84
H 1.06 0.15 2.34  0.14
H 0.45 -1.52 2.11  0.14
H -1.21 0.98 2.33  0.14
H -1.82 -0.69 2.09  0.14

As for the energy above the lowest of the compared OMol25 structures with the same formula, charge and spin: 25.4 kcal/mol. As for the gap between HOMO and LUMO: 9.09 eV. For the HOMO energy, the calculation gives -13.031 eV. The total charge is +1. As for the max |F|: 1.6 eV/A. As for the spin multiplicity: 1.

***

C3H5BeO4 | ωB97M-V/def2-TZVPD

Last column: Löwdin spin population.
Atoms and positions in Å:
C -2.83 -0.18 0.51  0.09
C -2.82 0.34 -0.89  0.55
O -1.63 0.35 -1.52  0.18
Be -0.67 1.17 -1.40  0.01
H -3.69 0.22 1.06  0.01
H -2.88 -1.28 0.53  0.03
H -1.90 0.15 1.02  0.01
H -2.10 2.46 -0.17  0.04
H -3.70 0.25 -1.54  0.03
O -1.08 2.63 -0.73  0.04
C 0.29 2.70 -0.57  0.00
O 0.82 1.79 -1.30  0.01
O 0.80 3.59 0.09  0.00

As for the energy above the lowest of the compared OMol25 structures with the same formula, charge and spin: 0.0 kcal/mol. As for the gap between HOMO and LUMO (alpha / beta): 8.20 / 9.84 eV. For the HOMO energy (alpha / beta), the calculation gives -8.176 / -10.668 eV. As for the max |F|: 9.0 eV/A. The expectation value of S² is 0.75. As for the spin multiplicity: 2.

***

C3H5Br2N3 | ωB97M-V/def2-TZVPD

Last column: Löwdin charge in e.
Atoms and positions in Å:
C -1.41 -0.80 0.11  -0.92
C -1.19 0.47 0.78  -0.63
C 1.75 -0.02 -0.99  -0.07
N -0.33 -1.29 -0.41  0.06
N 0.39 0.64 0.85  0.01
N 0.77 -0.54 -0.02  -0.22
Br -2.92 -1.83 0.18  0.80
Br -1.78 2.01 -0.40  0.57
H -1.65 0.59 1.74  0.08
H 1.91 -0.83 -1.59  0.04
H 1.30 0.81 -1.64  0.10
H 2.66 0.38 -0.44  0.10
H 0.50 0.41 1.83  0.09

As for the energy above the lowest of the compared OMol25 structures with the same formula, charge and spin: 2.0 kcal/mol. As for the gap between HOMO and LUMO (alpha / beta): 8.83 / 8.83 eV. For the HOMO energy (alpha / beta), the calculation gives -8.689 / -8.689 eV. Its SMILES is CN1N=C(Br)[C@H](Br)N1. As for the max |F|: 4.8 eV/A. As for the spin multiplicity: 1.

***

C3H5Br2P | ωB97M-V/def2-TZVPD

Last column: Löwdin charge in e.
Atoms and positions in Å:
C -0.69 0.18 2.16  -0.08
C 0.10 0.06 1.08  -0.47
C -0.78 -0.26 -2.06  -0.01
P 1.86 -0.05 0.82  0.12
Br 1.98 1.75 -0.52  0.19
Br 1.86 -1.54 -0.79  0.25
H -0.23 0.48 3.07  0.03
H -1.75 0.49 2.22  0.06
H -0.65 0.72 -1.84  -0.09
H -1.48 -0.82 -1.40  -0.01
H -0.22 -1.03 -2.73  0.00

As for the energy above the lowest of the compared OMol25 structures with the same formula, charge and spin: 104.9 kcal/mol. As for the gap between HOMO and LUMO (alpha / beta): 8.52 / 7.32 eV. For the HOMO energy (alpha / beta), the calculation gives -8.803 / -8.470 eV. As for the max |F|: 5.7 eV/A. As for the spin multiplicity: 1.

***

C3H5Br3O | ωB97M-V/def2-TZVPD

Last column: Löwdin charge in e.
Atoms and positions in Å:
C -1.55 -0.34 0.18  -0.27
C -0.53 -0.95 0.95  -0.69
C 1.59 0.87 -0.27  -1.24
O 0.62 1.49 -1.05  -0.17
Br 0.28 -2.62 0.50  0.60
Br 2.61 1.91 0.96  0.66
Br 2.35 -0.67 -1.04  0.65
H -1.11 0.46 -0.53  0.07
H -2.05 -1.07 -0.60  0.10
H -2.39 0.13 0.84  0.11
H -0.52 -0.48 2.03  0.10
H 0.70 1.26 -1.96  0.07

As for the energy above the lowest of the compared OMol25 structures with the same formula, charge and spin: 83.2 kcal/mol. As for the gap between HOMO and LUMO (alpha / beta): 7.57 / 8.16 eV. For the HOMO energy (alpha / beta), the calculation gives -7.779 / -8.042 eV. As for the max |F|: 4.4 eV/A. As for the spin multiplicity: 1.

***

C3H5Br3P | ωB97M-V/def2-TZVPD

Last column: Löwdin charge in e.
Atoms and positions in Å:
C -0.57 0.35 -0.79  -0.44
C -0.43 0.21 0.67  -0.27
C 0.24 1.09 1.44  0.09
P -3.67 -0.59 0.39  0.01
Br -5.17 -1.71 -0.87  0.25
Br -4.76 1.15 1.08  0.30
Br -2.45 0.65 -1.50  0.73
H -0.13 -0.37 -1.45  0.08
H -0.16 1.27 -1.08  0.04
H -1.02 -0.68 1.05  0.08
H 0.64 2.01 0.99  0.10
H 0.57 0.80 2.36  0.04

As for the energy above the lowest of the compared OMol25 structures with the same formula, charge and spin: 30.6 kcal/mol. As for the gap between HOMO and LUMO: 8.17 eV. For the HOMO energy, the calculation gives -14.248 eV. The total charge is +1. As for the max |F|: 3.9 eV/A. As for the spin multiplicity: 1.

***

C3H5Br3Si | ωB97M-V/def2-TZVPD

Last column: Löwdin charge in e.
Atoms and positions in Å:
C 0.11 -0.77 -0.02  -0.19
C -0.18 0.52 -0.32  -0.30
C -0.04 -1.91 -1.08  -0.07
Si 0.05 1.83 0.98  -0.58
Br 0.26 3.96 0.21  0.26
Br -1.65 2.03 2.45  0.27
Br 1.93 1.29 2.07  0.33
H 0.40 -0.93 1.00  0.05
H -0.55 0.71 -1.29  0.04
H -0.73 -2.64 -0.77  0.05
H 0.79 -2.51 -1.07  0.02
H -0.39 -1.58 -2.16  0.13

As for the energy above the lowest of the compared OMol25 structures with the same formula, charge and spin: 0.0 kcal/mol. As for the gap between HOMO and LUMO: 10.54 eV. For the HOMO energy, the calculation gives -10.191 eV. Its SMILES is C/C=C/[Si](Br)(Br)Br. As for the max |F|: 3.7 eV/A. As for the spin multiplicity: 1.

***

C3H5BrClNO4 | ωB97M-V/def2-TZVPD

Last column: Löwdin charge in e.
Atoms and positions in Å:
C -0.01 -1.01 -0.44  -0.11
C 1.43 0.84 0.66  -0.68
C 0.23 0.31 -0.11  -0.17
N -0.84 1.23 -0.27  -0.39
O -1.45 1.21 -1.31  0.01
O -0.96 2.07 0.64  0.08
O 0.92 -1.97 -0.20  0.00
O 1.64 0.27 1.83  -0.01
Cl 2.82 0.60 -0.55  0.61
Br -3.44 -0.96 -0.36  0.38
H -3.53 0.34 -1.10  -0.17
H -0.88 -1.36 -0.85  0.02
H 1.46 1.91 0.79  0.10
H 0.48 -2.89 -0.46  0.19
H 2.13 -0.60 1.72  0.14

As for the energy above the lowest of the compared OMol25 structures with the same formula, charge and spin: 12.4 kcal/mol. As for the gap between HOMO and LUMO: 9.43 eV. For the HOMO energy, the calculation gives -9.823 eV. Its SMILES is O=[N+]([O-])/C(=C/O)[C@@H](O)Cl.Br. As for the max |F|: 4.5 eV/A. As for the spin multiplicity: 1.

***

C3H5BrF2O | ωB97M-V/def2-TZVPD

Last column: Löwdin charge in e.
Atoms and positions in Å:
C 0.39 0.73 0.34  -0.04
C 0.12 -0.58 -0.41  -0.36
C 1.23 -0.59 -1.74  -0.93
O -1.14 -0.82 -0.97  -0.03
F 0.86 -1.41 -2.65  0.10
F 1.33 0.68 -2.26  -0.01
Br 2.93 -1.06 -1.04  0.81
H 0.29 1.47 -0.33  0.03
H 1.48 0.77 0.64  0.09
H -0.17 0.65 1.23  0.08
H 0.44 -1.57 0.05  0.13
H -1.65 0.03 -0.95  0.12

As for the energy above the lowest of the compared OMol25 structures with the same formula, charge and spin: 10.7 kcal/mol. As for the gap between HOMO and LUMO: 10.92 eV. For the HOMO energy, the calculation gives -10.166 eV. Its SMILES is C[C@@H](O)C(F)(F)Br. As for the max |F|: 5.5 eV/A. As for the spin multiplicity: 1.

***

C3H5BrFN | ωB97M-V/def2-TZVPD

Last column: Löwdin charge in e.
Atoms and positions in Å:
C -0.34 -0.90 -0.51  -0.24
C 0.64 -0.45 0.52  -0.57
C -0.08 0.97 0.48  -0.38
N -1.15 0.26 -0.16  0.01
F 0.63 1.86 -0.28  -0.04
Br 2.55 -0.36 0.02  0.65
H 0.05 -0.99 -1.52  0.11
H -1.04 -1.69 -0.54  0.10
H 0.59 -1.14 1.31  0.07
H -0.27 1.55 1.47  0.17
H -1.58 0.89 -0.82  0.12

As for the energy above the lowest of the compared OMol25 structures with the same formula, charge and spin: 0.9 kcal/mol. As for the gap between HOMO and LUMO: 10.99 eV. For the HOMO energy, the calculation gives -10.046 eV. Its SMILES is F[C@H]1NC[C@H]1Br. As for the max |F|: 3.1 eV/A. As for the spin multiplicity: 1.

***

C3H5BrINO3 | ωB97M-V/def2-TZVPD

Last column: Löwdin charge in e.
Atoms and positions in Å:
C 0.49 -0.47 -1.54  -0.04
C -0.59 -0.87 -0.58  -0.39
C 0.24 0.06 1.44  -1.22
N 0.29 1.18 0.88  -0.50
O 1.28 1.66 0.30  -0.05
O -0.89 1.83 0.73  -0.01
O -1.65 -0.26 -0.56  -0.08
Br 1.95 -0.78 1.63  0.76
I -1.31 -0.59 2.64  1.03
H 1.02 0.44 -1.19  0.07
H -0.01 -0.22 -2.52  0.12
H 1.28 -1.23 -1.58  0.08
H -0.59 -1.80 0.08  0.11
H -1.53 1.06 0.26  0.13

As for the energy above the lowest of the compared OMol25 structures with the same formula, charge and spin: 3.7 kcal/mol. As for the gap between HOMO and LUMO: 8.84 eV. For the HOMO energy, the calculation gives -9.419 eV. As for the max |F|: 4.3 eV/A. As for the spin multiplicity: 1.

***

C3H5BrINO4 | ωB97M-V/def2-TZVPD

Last column: Löwdin charge in e.
Atoms and positions in Å:
C -0.47 -0.87 -1.32  -0.13
C -0.50 0.00 -0.14  -0.65
C 0.45 -0.38 0.98  -0.92
N -0.07 1.84 -0.84  -0.36
O -0.08 1.78 -2.03  0.06
O -0.15 2.71 0.01  0.02
O 0.54 -1.75 1.07  -0.04
O 0.41 0.24 2.14  -0.02
Br -2.27 0.35 0.72  0.76
I 2.51 0.28 -0.03  0.71
H -0.46 -0.23 -2.15  0.06
H 0.45 -1.46 -1.26  0.06
H -1.33 -1.65 -1.26  0.13
H 0.89 -2.05 1.99  0.19
H 0.08 1.18 2.13  0.13

As for the energy above the lowest of the compared OMol25 structures with the same formula, charge and spin: 23.4 kcal/mol. As for the gap between HOMO and LUMO: 8.46 eV. For the HOMO energy, the calculation gives -9.269 eV. As for the max |F|: 4.4 eV/A. As for the spin multiplicity: 1.

***

C3H5BrOS | ωB97M-V/def2-TZVPD

Last column: Löwdin charge in e.
Atoms and positions in Å:
C 1.02 1.33 -1.54  0.02
C 1.44 0.17 -0.61  -0.86
C -0.11 -1.46 0.89  -0.25
O 1.44 -2.50 -0.90  -0.51
S 0.52 -1.37 -0.79  0.79
Br 3.05 0.47 0.39  0.67
H 1.59 2.19 -1.37  0.01
H 0.19 1.12 -2.08  -0.01
H -0.47 -0.51 1.27  0.07
H 0.77 -1.58 1.40  0.00
H -0.75 -2.36 0.84  0.07

As for the energy above the lowest of the compared OMol25 structures with the same formula, charge and spin: 63.1 kcal/mol. As for the gap between HOMO and LUMO: 9.13 eV. For the HOMO energy, the calculation gives -9.268 eV. As for the max |F|: 10.2 eV/A. As for the spin multiplicity: 1.

***

C3H5BrS | ωB97M-V/def2-TZVPD

Last column: Löwdin charge in e.
Atoms and positions in Å:
C 0.95 0.92 -1.52  -1.12
C -0.12 -0.22 1.36  -0.06
C -1.27 -0.74 0.87  -0.04
S 2.01 1.99 -2.04  0.64
Br 1.01 -0.88 -2.27  0.54
H 0.14 0.95 -0.92  -0.09
H 0.92 -0.61 1.25  0.07
H -1.47 -1.65 0.30  0.05
H -0.02 0.57 1.99  0.01
H -2.17 -0.31 0.97  0.00

As for the energy above the lowest of the compared OMol25 structures with the same formula, charge and spin: 48.1 kcal/mol. As for the gap between HOMO and LUMO: 8.49 eV. For the HOMO energy, the calculation gives -9.264 eV. Its SMILES is S=CBr.C=C. As for the max |F|: 4.7 eV/A. As for the spin multiplicity: 1.

***

C3H5CaLiO4 | ωB97M-V/def2-TZVPD

Last column: Löwdin spin population.
Atoms and positions in Å:
O -0.64 -0.28 0.33  0.00
C -0.81 -1.28 1.27  0.00
C 0.20 -0.43 -0.64  0.01
O -1.72 -1.06 2.11  0.00
O -0.19 -2.34 1.21  0.00
C 0.58 0.70 -1.43  0.01
Ca -1.26 -3.12 3.03  0.00
H 0.47 -1.46 -0.90  0.00
H 1.66 0.63 -1.00  0.00
H -0.21 1.47 -1.49  0.00
H 0.78 0.35 -2.46  0.00
Li -3.02 0.32 2.39  0.00
O 2.35 2.85 -1.16  0.96
H 1.80 3.66 -1.25  0.02

As for the energy above the lowest of the compared OMol25 structures with the same formula, charge and spin: 1.4 kcal/mol. As for the gap between HOMO and LUMO (alpha / beta): 7.84 / 6.93 eV. For the HOMO energy (alpha / beta), the calculation gives -20.334 / -19.454 eV. The total charge is +3. As for the max |F|: 2.6 eV/A. The expectation value of S² is 0.75. As for the spin multiplicity: 2.

***

C3H5Cl | ωB97M-V/def2-TZVPD

Last column: Löwdin charge in e.
Atoms and positions in Å:
C -0.01 -0.53 0.18  -0.14
C -1.13 0.34 0.78  -0.63
C 1.00 0.12 -0.80  -0.11
Cl -2.20 -0.35 1.86  0.60
H -0.20 -1.62 0.17  0.08
H -0.89 1.37 0.92  0.04
H 0.30 0.66 -1.44  0.07
H 1.67 0.74 -0.33  0.03
H 1.47 -0.73 -1.33  0.08

As for the energy above the lowest of the compared OMol25 structures with the same formula, charge and spin: 33.7 kcal/mol. As for the gap between HOMO and LUMO: 9.19 eV. For the HOMO energy, the calculation gives -8.576 eV. Its SMILES is C/C=C/Cl. As for the max |F|: 8.4 eV/A. As for the spin multiplicity: 1.

***

C3H5Cl | ωB97M-V/def2-TZVPD

Last column: Löwdin charge in e.
Atoms and positions in Å:
C 0.46 -1.09 -1.56  0.05
C 1.72 -0.97 -1.64  -0.61
C -0.73 0.68 1.32  0.09
Cl 2.82 -2.39 -2.02  0.48
H -0.34 -1.79 -1.63  0.04
H 2.33 -0.09 -1.52  0.04
H -0.77 -0.38 1.45  -0.03
H 0.20 1.14 1.08  -0.03
H -1.62 1.26 1.37  -0.03

As for the energy above the lowest of the compared OMol25 structures with the same formula, charge and spin: 107.2 kcal/mol. As for the gap between HOMO and LUMO (alpha / beta): 9.71 / 7.86 eV. For the HOMO energy (alpha / beta), the calculation gives -9.649 / -8.975 eV. As for the max |F|: 1.8 eV/A. As for the spin multiplicity: 1.

***

E_tot (eV)
-17730.8399 -12979.2907 -20960.8068 -10021.5045 -11783.1278 -147744.4406 -152561.3931 -215362.5077 -222600.1651 -221200.2053 -95432.6961 -80716.0846 -77440.4702 -88962.5879 -91010.5956 -86113.9945 -84067.1926 -29994.5917 -15712.3863 -15709.1965